{
  "formula": "C11H26O2P2S",
  "method": "the ωB97M-V functional and the def2-TZVPD basis",
  "total_energy_ha": -1666.0558,
  "charge": 0,
  "smiles": "CCP(C)#[PH]S.C1CCOC1.C1CCOC1",
  "symbols": ["C", "C", "P", "C", "P", "S", "H", "H", "H", "H", "H", "H", "H", "H", "H", "H", "C", "C", "C", "O", "C", "H", "H", "H", "H", "H", "H", "H", "H", "C", "C", "C", "O", "C", "H", "H", "H", "H", "H", "H", "H", "H"],
  "xyz": [[-4.95670, 0.61088, -3.52494], [-4.04990, -0.26622, -4.39071], [-3.48157, -1.78860, -3.51323], [-2.03286, -2.31287, -4.53763], [-2.68658, -0.91561, -1.68542], [-0.88888, 0.12293, -2.21311], [-5.63902, 1.19517, -4.14193], [-5.55801, 0.00881, -2.84038], [-4.36994, 1.28854, -2.90636], [-4.59405, -0.60819, -5.27347], [-3.19015, 0.31251, -4.73905], [-1.10484, -2.19720, -3.97928], [-2.14348, -3.36554, -4.78975], [-1.95520, -1.73334, -5.45827], [-2.11971, -2.13459, -1.25717], [-1.05885, 0.07870, -3.54080], [0.13682, -2.13336, 2.56985], [-0.18849, -0.73688, 3.09833], [-0.29439, 0.06073, 1.80636], [-0.78199, -0.85229, 0.81605], [-0.71751, -2.18863, 1.30877], [-0.09789, -2.93412, 3.26996], [1.19615, -2.20130, 2.31305], [-1.14655, -0.74761, 3.62280], [0.56807, -0.33289, 3.76935], [0.68331, 0.43893, 1.49994], [-0.98421, 0.90270, 1.87470], [-1.73105, -2.54120, 1.53291], [-0.29426, -2.82795, 0.53166], [4.89559, 2.13151, 1.63311], [4.78438, 2.54214, 3.10092], [3.27648, 2.69359, 3.26066], [2.68538, 1.74939, 2.36742], [3.67454, 1.23428, 1.47490], [5.82553, 1.61938, 1.39069], [4.80897, 3.00809, 0.98810], [5.15728, 1.74370, 3.74568], [5.32483, 3.45623, 3.34221], [2.94919, 3.70148, 2.98426], [2.92741, 2.48382, 4.27261], [3.90606, 0.20019, 1.75368], [3.26609, 1.23470, 0.46354]],
  "forces_ev_per_angstrom": [[-0.028, -0.132, 0.058], [0.050, 0.160, 0.027], [-0.177, -0.145, -0.012], [0.065, -0.025, 0.085], [-0.108, 0.093, 0.259], [0.144, 0.079, 0.027], [0.051, 0.075, 0.023], [-0.066, -0.018, -0.060], [0.008, 0.047, -0.014], [0.063, -0.039, -0.035], [-0.026, -0.005, -0.080], [0.048, 0.007, -0.015], [-0.004, -0.014, -0.080], [-0.052, -0.003, 0.000], [0.068, -0.080, -0.097], [-0.019, -0.018, -0.060], [0.014, 0.020, -0.011], [-0.026, -0.013, 0.009], [0.042, 0.028, -0.001], [-0.048, 0.004, -0.045], [0.029, -0.015, 0.035], [-0.008, 0.005, 0.005], [0.000, 0.003, -0.008], [-0.003, 0.004, -0.003], [0.018, -0.007, -0.015], [-0.009, 0.018, 0.006], [-0.014, -0.009, -0.016], [0.002, -0.001, 0.003], [-0.003, 0.002, -0.003], [-0.014, 0.017, 0.004], [-0.005, -0.021, -0.005], [0.036, 0.017, -0.005], [-0.045, -0.030, 0.030], [0.025, -0.001, -0.008], [0.003, -0.002, 0.012], [-0.007, -0.001, -0.002], [-0.006, -0.003, 0.001], [0.001, 0.003, -0.012], [0.006, 0.002, 0.002], [-0.005, -0.003, -0.002], [0.007, 0.001, -0.001], [-0.007, -0.001, 0.003]],
  "mulliken_charge": [-1.23, -0.47, 0.05, -0.96, 0.02, -0.25, 0.35, 0.33, 0.33, 0.37, 0.36, 0.29, 0.36, 0.33, -0.03, 0.07, -0.63, -0.48, -0.12, -0.20, -0.52, 0.34, 0.24, 0.29, 0.30, -0.05, 0.28, 0.34, 0.32, -0.60, -0.53, -0.48, -0.35, -0.37, 0.33, 0.28, 0.26, 0.34, 0.27, 0.26, 0.27, 0.29]
}



{
  "formula": "C34H29N9Pd",
  "method": "the ωB97M-V functional and the def2-TZVPD basis",
  "total_energy_ha": -1933.1646,
  "charge": 2,
  "relative_energy_ev": 0.603,
  "symbols": ["Pd", "C", "C", "C", "C", "C", "N", "C", "C", "C", "C", "C", "C", "C", "N", "C", "C", "C", "N", "C", "C", "N", "C", "C", "C", "N", "H", "H", "H", "H", "H", "H", "H", "H", "H", "H", "H", "H", "H", "H", "H", "H", "H", "H", "N", "C", "C", "N", "C", "C", "N", "C", "C", "N", "H", "H", "H", "H", "H", "H", "C", "C", "C", "C", "C", "C", "C", "C", "H", "H", "H", "H", "H"],
  "xyz": [[-0.68773, 0.10656, -0.09421], [-1.32736, 6.38580, -3.27821], [-1.21271, 5.20034, -2.34524], [-1.00382, 5.40067, -0.92007], [-0.86860, 4.39035, -0.04460], [-0.92581, 3.01077, -0.44853], [-0.95594, 2.02511, 0.41230], [-1.32372, 2.26679, 1.78239], [-2.47409, 2.98781, 2.08225], [-2.89683, 3.17697, 3.38853], [-2.19077, 2.63470, 4.45752], [-2.64989, 2.81368, 5.88282], [-1.06259, 1.88961, 4.15811], [-0.63341, 1.70540, 2.84953], [0.56556, 0.94975, 2.66520], [1.73287, 1.09902, 3.32392], [2.56868, 0.08437, 2.92187], [1.81228, -0.64040, 1.98960], [0.59737, -0.12186, 1.85082], [-1.01940, 2.82314, -1.88856], [-1.21091, 3.96824, -2.78899], [-0.94881, 1.64191, -2.44555], [-1.52772, 1.33193, -3.73964], [-1.24794, 0.06276, -4.02100], [-0.36317, -0.43991, -2.94130], [-0.37322, 0.64146, -1.96339], [-1.77736, 7.23992, -2.77129], [-1.92798, 6.14805, -4.15336], [-0.34320, 6.70140, -3.62723], [-0.93434, 6.41795, -0.55006], [-0.69473, 4.59817, 0.99992], [-3.05079, 3.40300, 1.26433], [-3.79438, 3.75379, 3.57777], [-3.24881, 3.71602, 5.99402], [-1.80462, 2.87846, 6.56658], [-3.26460, 1.96935, 6.20053], [-0.49171, 1.42988, 4.95722], [1.87688, 1.91292, 4.01504], [3.57984, -0.09443, 3.24155], [2.09704, -1.50534, 1.41084], [-1.27271, 3.80958, -3.85695], [-2.10362, 2.06498, -4.27235], [-1.53124, -0.47923, -4.91077], [0.65062, -0.46935, -3.37132], [-3.32679, -2.53034, 2.42337], [-3.99359, -1.39036, 2.79969], [-3.35661, -0.36220, 2.15249], [-2.33200, -0.86307, 1.40129], [-2.33240, -2.14875, 1.58297], [-1.35678, -3.08785, 0.99780], [-0.63851, -2.91026, -0.10420], [0.17560, -4.02027, -0.29249], [-0.08125, -4.88526, 0.71247], [-1.04875, -4.28054, 1.50046], [-3.60609, -3.46854, 2.66120], [-4.84078, -1.41060, 3.46257], [-3.56905, 0.69133, 2.19023], [0.85184, -4.08796, -1.12524], [0.32980, -5.85241, 0.93861], [-1.39691, -4.64858, 2.37202], [-0.62843, -1.68820, -0.91708], [-0.57968, -1.77017, -2.25334], [-0.63237, -2.99318, -3.11528], [0.43132, -3.31782, -3.95730], [0.38431, -4.46419, -4.73864], [-0.73062, -5.28988, -4.69056], [-1.79922, -4.96502, -3.86589], [-1.75016, -3.82095, -3.08281], [1.30929, -2.68307, -3.99307], [1.21572, -4.71217, -5.38431], [-0.76905, -6.18174, -5.30166], [-2.67537, -5.59912, -3.84074], [-2.59145, -3.55623, -2.45001]],
  "forces_ev_per_angstrom": [[0.061, -0.545, 0.312], [0.045, -0.052, 0.329], [0.102, 2.272, 1.025], [-0.072, 0.363, -0.444], [-0.028, -0.001, 0.102], [0.163, 0.694, -0.608], [-0.360, -0.035, 1.075], [0.151, 0.017, -0.544], [-0.227, 0.152, -0.020], [-0.037, 0.055, -0.144], [-0.129, 0.058, 0.193], [0.026, -0.002, -0.125], [0.112, -0.089, -0.010], [0.466, -0.164, 0.244], [-0.242, 0.067, -0.121], [0.117, -0.005, 0.130], [-0.058, 0.039, -0.076], [-0.018, 0.058, 0.077], [0.069, -0.158, -0.150], [-0.424, 2.470, 0.404], [-0.046, -2.512, -0.023], [-1.124, 0.690, -2.518], [0.152, -0.464, -0.255], [-0.166, 0.451, -0.004], [0.095, -0.411, 0.206], [1.148, -2.703, 1.031], [-0.025, -0.054, -0.030], [-0.023, -0.042, 0.001], [0.043, -0.009, 0.043], [-0.004, -0.024, -0.051], [-0.007, 0.033, 0.045], [-0.009, 0.024, 0.029], [0.018, -0.003, -0.028], [0.010, -0.003, -0.020], [0.009, -0.001, -0.020], [0.001, -0.008, -0.018], [-0.009, 0.002, -0.032], [0.013, -0.021, -0.001], [-0.005, 0.009, -0.008], [-0.007, 0.012, 0.014], [0.044, -0.161, 0.063], [-0.006, -0.014, 0.065], [-0.009, 0.016, 0.058], [0.132, -0.010, 0.014], [-0.153, 0.141, 0.167], [0.247, 0.091, -0.264], [-0.266, -0.274, 0.191], [0.217, 0.750, -0.173], [0.532, -1.163, -0.356], [-0.749, 0.714, 0.363], [0.218, 0.525, -0.709], [-0.118, -0.007, 0.085], [-0.164, 0.205, 0.029], [0.289, -0.508, 0.093], [-0.009, 0.025, 0.006], [0.012, -0.013, -0.010], [-0.021, -0.005, 0.022], [-0.014, 0.013, -0.004], [-0.019, -0.001, 0.019], [0.040, -0.011, -0.016], [0.019, -0.458, 0.173], [-0.049, -0.335, -0.119], [0.121, 0.283, 0.216], [0.023, 0.025, -0.014], [-0.042, 0.044, 0.043], [-0.012, -0.011, 0.001], [0.025, -0.003, -0.016], [-0.130, -0.009, 0.088], [0.023, -0.006, -0.003], [0.009, 0.008, 0.003], [-0.005, 0.009, 0.005], [-0.001, 0.004, 0.005], [0.032, -0.020, -0.032]],
  "mulliken_charge": [-0.52, -1.67, -0.18, -0.95, -0.34, 0.79, -0.23, -0.06, 0.24, -0.96, 0.41, -1.55, -0.32, 0.07, 0.14, -0.19, -1.19, -0.31, 0.30, 0.96, -0.58, 0.70, -0.63, -0.88, 0.21, -1.06, 0.40, 0.39, 0.34, 0.45, 0.56, 0.48, 0.44, 0.40, 0.39, 0.28, 0.58, 0.49, 0.45, 0.49, 0.44, 0.55, 0.53, 0.50, -0.14, -0.86, -0.47, 0.48, 0.02, 0.12, 1.26, -0.30, -0.81, -0.08, 0.21, 0.45, 0.60, 0.60, 0.45, 0.23, 0.84, -0.84, -0.27, -0.09, -0.81, -0.44, -0.83, 0.08, 0.43, 0.43, 0.44, 0.44, 0.48]
}



{
  "formula": "C33H31CuN7OS",
  "method": "the ωB97M-V functional and the def2-TZVPD basis",
  "total_energy_ha": -3773.3883,
  "charge": 0,
  "relative_energy_ev": 0.758,
  "multiplicity": 2,
  "symbols": ["Cu", "C", "C", "N", "C", "C", "C", "C", "C", "C", "C", "N", "C", "C", "C", "C", "C", "C", "C", "C", "N", "C", "H", "H", "H", "H", "H", "H", "H", "H", "H", "H", "H", "H", "C", "C", "N", "C", "C", "C", "S", "N", "C", "O", "C", "C", "C", "C", "C", "C", "H", "H", "H", "H", "H", "H", "H", "H", "H", "H", "H", "H", "H", "H", "H", "N", "C", "C", "N", "C", "H", "H", "H", "H"],
  "xyz": [[-0.61090, 0.79487, 0.52318], [-3.98774, 1.35959, -2.34607], [-3.23854, 1.09570, -1.18820], [-1.93766, 1.25480, -1.14365], [-1.27455, 1.70124, -2.23833], [-1.93169, 1.90769, -3.47008], [-3.33304, 1.74570, -3.48174], [-1.17538, 2.25064, -4.61565], [0.18238, 2.34669, -4.49826], [0.83629, 2.19874, -3.25846], [0.13468, 1.94908, -2.08944], [0.60640, 1.86858, -0.80674], [1.71147, 2.55013, -0.37297], [2.42513, 3.52106, -1.06947], [3.60611, 4.08930, -0.55705], [4.09810, 3.74953, 0.66977], [3.32708, 2.89368, 1.48831], [3.66716, 2.61574, 2.82982], [2.82315, 1.87743, 3.60663], [1.62894, 1.40217, 3.03764], [1.29904, 1.60330, 1.78519], [2.12788, 2.32561, 0.99274], [-5.06203, 1.23445, -2.32614], [-3.70765, 0.73392, -0.28306], [-3.87513, 1.92634, -4.40330], [-1.67360, 2.40770, -5.56397], [0.77909, 2.56501, -5.37568], [1.91322, 2.27060, -3.22893], [2.06491, 3.85936, -2.02784], [4.13871, 4.81107, -1.16586], [5.03765, 4.14572, 1.03462], [4.59354, 3.01415, 3.22808], [3.04304, 1.67408, 4.64688], [0.92249, 0.85017, 3.64873], [-1.30957, 1.25233, 6.49085], [-2.62996, 1.11106, 5.74104], [-2.62698, 1.73140, 4.41254], [-3.21958, 3.06485, 4.28786], [-2.21675, 4.19347, 4.51114], [-2.01876, 1.10877, 3.37829], [-2.02531, 1.92262, 1.85393], [-1.50837, -0.08581, 3.69413], [-0.75268, -0.89256, 2.94182], [-0.30302, -0.73442, 1.79234], [-0.36792, -2.18580, 3.61240], [0.37980, -3.11598, 2.89503], [0.78440, -4.30004, 3.49139], [0.44495, -4.56517, 4.81159], [-0.30258, -3.64264, 5.53160], [-0.70797, -2.45749, 4.93418], [-1.35057, 0.68162, 7.42193], [-1.09677, 2.29247, 6.74062], [-0.49111, 0.86094, 5.88616], [-3.43274, 1.58165, 6.30781], [-2.86634, 0.05644, 5.62133], [-4.02906, 3.12546, 5.01375], [-3.65243, 3.15431, 3.29492], [-1.74774, 4.11477, 5.49264], [-2.71734, 5.16117, 4.44352], [-1.43767, 4.15546, 3.74876], [0.63723, -2.88780, 1.86987], [1.37685, -5.01279, 2.93140], [0.75978, -5.49118, 5.27700], [-0.56256, -3.84315, 6.56371], [-1.28770, -1.72847, 5.48526], [-2.33304, -3.59507, -0.57533], [-3.01707, -3.53746, 0.61693], [-3.00654, -2.22335, 0.97385], [-2.32879, -1.47905, 0.03374], [-1.94005, -2.33051, -0.87899], [-2.13548, -4.42516, -1.10386], [-3.44309, -4.41256, 1.07578], [-3.43069, -1.76270, 1.85364], [-1.37718, -2.08627, -1.76807]],
  "forces_ev_per_angstrom": [[-0.169, 1.000, -0.493], [-0.041, -0.018, -0.004], [0.068, -0.033, 0.036], [0.166, 0.130, 0.211], [-0.036, -0.052, -0.079], [-0.014, -0.030, 0.093], [-0.002, -0.029, -0.031], [0.063, 0.010, -0.031], [-0.054, 0.004, 0.024], [0.029, -0.017, -0.043], [0.086, -0.022, 0.022], [0.066, -0.442, 0.262], [0.003, 0.003, -0.155], [-0.009, -0.070, 0.030], [-0.051, 0.015, -0.008], [0.052, 0.026, -0.027], [-0.127, -0.031, 0.017], [0.024, -0.011, -0.052], [0.014, 0.013, 0.076], [-0.057, 0.015, -0.072], [0.188, -0.118, -0.022], [0.016, 0.030, 0.037], [0.024, -0.003, -0.003], [0.002, 0.011, -0.004], [0.002, -0.006, 0.016], [-0.011, -0.015, 0.019], [0.019, -0.014, 0.013], [-0.029, 0.028, -0.014], [0.089, -0.012, -0.007], [-0.014, -0.033, -0.017], [-0.051, 0.033, 0.036], [-0.025, 0.011, 0.014], [0.000, -0.026, -0.034], [0.021, -0.013, -0.024], [0.003, -0.003, 0.000], [0.096, 0.003, -0.026], [0.008, 0.107, 0.003], [0.193, -0.029, -0.029], [0.009, -0.091, -0.024], [0.059, -0.063, 0.046], [-0.323, -0.171, 0.305], [0.035, -0.073, 0.052], [-0.184, -0.114, -0.023], [0.222, 0.184, -0.082], [0.010, 0.037, 0.044], [-0.019, 0.002, 0.010], [0.002, 0.022, -0.011], [-0.039, 0.002, 0.006], [0.005, 0.010, -0.011], [-0.017, 0.006, 0.023], [0.004, 0.039, -0.026], [0.004, -0.025, -0.019], [-0.031, 0.000, 0.030], [-0.037, -0.006, -0.007], [-0.053, -0.006, -0.004], [-0.043, -0.019, 0.020], [-0.090, 0.000, -0.008], [-0.026, 0.041, -0.010], [0.008, -0.031, 0.004], [-0.002, 0.007, 0.036], [0.024, -0.011, 0.003], [-0.028, -0.002, -0.008], [0.011, 0.025, 0.005], [-0.012, -0.003, -0.022], [0.035, -0.020, -0.023], [0.013, -0.016, 0.053], [0.002, 0.012, -0.079], [0.063, 0.080, -0.026], [-0.139, -0.210, -0.054], [-0.042, 0.030, 0.088], [0.002, 0.005, -0.033], [0.034, 0.027, 0.016], [0.025, -0.041, -0.044], [-0.027, -0.039, 0.039]],
  "mulliken_spin": [0.68, 0.00, 0.00, 0.06, 0.01, 0.00, 0.00, 0.01, -0.01, 0.02, -0.01, 0.02, 0.00, 0.01, 0.00, 0.01, 0.00, 0.00, 0.00, 0.00, 0.02, 0.00, 0.00, 0.00, 0.00, 0.00, 0.00, 0.00, 0.00, 0.00, 0.00, 0.00, 0.00, 0.00, 0.00, 0.00, 0.00, 0.01, -0.01, -0.04, 0.20, 0.00, 0.00, 0.02, 0.00, 0.00, 0.00, 0.00, 0.00, 0.00, 0.00, 0.00, 0.00, 0.00, 0.00, 0.00, 0.00, 0.00, 0.00, 0.00, 0.00, 0.00, 0.00, 0.00, 0.00, 0.00, 0.00, 0.00, 0.00, 0.00, 0.00, 0.00, 0.00, 0.00]
}